A:
# C5H13N

A 2-piece molecular cluster, C5H13N overall (the ωB97M-V functional and the def2-TZVPD basis, the OMol25 dataset).

* LUMO energy (spin up / spin down): -5.44 / -8.88 eV
* frontier orbital gap (spin up / spin down): 7.646 / 4.213 eV
* E_HOMO (spin up / spin down): -13.1 / -13.1 eV
* spin multiplicity: 2
* net charge: +1

Atoms and positions in Å:
H 0.7495 -4.8054 -2.1977
H -0.0468 -3.2967 0.2460
H 0.1324 -3.1647 -2.5663
H 1.4645 -3.2479 -1.5231
H -2.0849 -4.3014 -1.8204
C 1.5640 4.4725 0.5572
H -0.9531 3.4358 2.6666
C -1.8345 -3.6281 -0.9954
H -1.2279 3.4608 0.8929
N 0.6362 4.1305 1.6172
H 2.1608 5.3276 0.8699
C -0.4982 3.6651 1.6907
H -2.5648 -3.8091 -0.2159
C -0.3848 -3.8964 -0.5973
H -0.2909 -4.9257 -0.2379
C 0.5742 -3.8071 -1.8059
H 0.9343 4.6142 -0.3244
H -1.8412 -2.6090 -1.3923
H 2.2880 3.6670 0.4090

These are the natural (NBO) partial charges, in e, on atoms 1 to 4: 0.22 0.19 0.20 0.21

B:
# C5H13N

An isolated ion of composition C5H13N and charge +1 (the ωB97M-V functional and the def2-TZVPD basis, the OMol25 dataset).

* LUMO energy (spin up / spin down): -2.76 / -7.58 eV
* frontier orbital gap (spin up / spin down): 12.978 / 8.227 eV
* E_HOMO (spin up / spin down): -15.7 / -15.8 eV
* spin multiplicity: 2
* net charge: +1

Atoms and positions in Å:
H -2.6476 1.1282 -0.0822
H -1.7457 0.8492 2.0573
H -1.5148 -0.9172 1.8970
N -0.7929 0.1378 0.2914
H -2.5827 -0.4464 -0.7995
H -1.6450 0.8997 -1.4401
H 2.1892 -1.2297 0.2543
H 0.0752 -1.8358 0.1471
C 2.1072 0.5324 -1.1624
C -1.9529 0.4028 -0.5080
C 0.1328 -0.8292 -0.2628
H -0.1859 0.1761 2.3323
H 2.5972 1.4738 -0.8957
H 2.7994 0.0837 -1.8707
H 1.2187 0.9018 -1.6852
H 1.6080 0.3514 0.8235
C 1.5957 -0.3603 -0.0060
C -1.0737 0.0701 1.7060
H -0.0433 -0.8722 -1.3354

These are the natural (NBO) partial charges, in e, on atoms 1 to 4: 0.25 0.25 0.27 0.05

Q: Which of them is the most stable? A: B.

A:
# C10H13O3

A 2-piece molecular cluster, C10H13O3 overall (the ωB97M-V functional and the def2-TZVPD basis, the OMol25 dataset).

* LUMO energy: 3.54 eV
* frontier orbital gap: 7.147 eV
* E_HOMO: -3.6 eV
* net charge: -1

Atoms and positions in Å:
H 2.3906 3.5252 -0.1079
O -2.1343 -0.9861 -2.5900
C 0.3772 0.2999 2.3079
H -1.4327 0.7714 -0.6483
C 0.1989 -1.2141 -2.1156
C 1.0372 -2.0895 -1.1562
C 1.4819 1.9107 0.8791
O -1.5587 -0.7664 1.5919
H 0.2747 -1.3224 -3.1521
C -0.6483 0.1336 1.3683
H 1.0019 -3.1036 -1.4764
C 0.5089 1.7028 -0.0543
H 2.4130 3.8620 1.6179
H 0.4938 -0.2283 -1.8247
C -0.6418 0.9571 0.1832
H -1.8343 -1.5707 0.1972
C 2.5861 2.9692 0.8621
H 0.5302 -0.3427 3.0848
H 0.5058 1.9516 -1.2808
H 0.4324 -1.7721 -0.2891
C -1.2946 -1.3801 -1.8296
H 3.5825 2.4329 0.8390
H 2.1152 1.4219 2.8657
O -1.6158 -2.1085 -0.7346
H 2.0093 -1.8178 -1.1305
C 1.3924 1.2239 2.0830

These are the natural (NBO) partial charges, in e, on atoms 1 to 4: 0.20 -0.62 -0.32 0.22

B:
# C10H13O3

A 2-piece molecular cluster, C10H13O3 overall (the ωB97M-V functional and the def2-TZVPD basis, the OMol25 dataset).

* LUMO energy: 3.53 eV
* frontier orbital gap: 6.817 eV
* E_HOMO: -3.3 eV
* net charge: -1

Atoms and positions in Å:
C 2.2109 3.6050 -0.6865
C 1.0589 0.0111 -0.2964
H 1.1327 2.7687 -2.9279
H 2.8118 3.8070 0.2244
O -1.6377 -1.7122 -0.5316
H -3.5784 -2.2930 1.7159
C -2.5216 -1.9972 1.6292
H -2.6418 -0.9642 1.3003
C 1.7921 2.2022 -0.9558
H -0.9855 -2.8742 3.0522
H 0.8719 -0.6519 0.5411
C 1.6860 1.2060 0.0168
H -2.4064 -2.4819 3.8116
H 1.3359 4.1731 -0.3228
H 0.1232 0.6012 -3.5253
C 0.7100 -0.3359 -1.6462
H 2.1050 1.3994 0.9932
O -1.2817 -3.7089 0.3957
H -1.3400 -1.1997 3.2071
H 2.8048 4.0901 -1.4473
O 0.3521 -1.5430 -1.8951
C -1.8066 -2.1602 2.9445
C 0.6739 0.7391 -2.6091
C 1.2034 1.9614 -2.2019
C -1.8540 -2.6331 0.3996
H -0.8188 -2.0088 -1.1854

These are the natural (NBO) partial charges, in e, on atoms 1 to 4: -0.62 -0.32 0.18 0.19

Q: Which of them is the most stable? A: B.

A:
# C3HNO3

A 3-piece molecular cluster, C3HNO3 overall (the ωB97M-V functional and the def2-TZVPD basis, the OMol25 dataset).

* LUMO energy: 0.72 eV
* frontier orbital gap: 12.297 eV
* E_HOMO: -11.6 eV

Atoms and positions in Å:
O 2.3659 -1.1420 -1.3847
C 0.2835 0.9422 -0.9376
C 1.7730 -1.1726 -0.4058
N -1.6451 0.1744 -0.1462
H -2.2213 0.2730 1.8891
C -1.9589 0.0859 0.9632
O 0.2108 2.0091 -0.5668
O 1.1922 -1.1700 0.5887

These are the natural (NBO) partial charges, in e, on atoms 1 to 4: -0.50 0.50 1.03 -0.32

B:
# C3HNO3

One molecule with the formula C3HNO3 (the ωB97M-V functional and the def2-TZVPD basis, the OMol25 dataset).

* LUMO energy (spin up / spin down): -1.04 / -1.08 eV
* frontier orbital gap (spin up / spin down): 7.534 / 7.269 eV
* E_HOMO (spin up / spin down): -8.6 / -8.4 eV

Atoms and positions in Å:
C 1.4714 -0.4159 0.2689
C -0.5279 1.0422 0.0020
N -0.6475 -1.3486 -0.0718
O 2.5121 0.0995 0.1011
O 0.7020 -1.2960 -0.1725
C -1.1897 -0.1016 -0.0809
H -2.2603 -0.0900 0.0569
O -0.0600 2.1103 -0.1038

These are the natural (NBO) partial charges, in e, on atoms 1 to 4: 0.72 0.60 -0.06 -0.47

Q: Which of them is the most stable? A: A.

A:
# C39H31N7O4PSZr

C39H31N7O4PSZr as an isolated structure (the ωB97M-V functional and the def2-TZVPD basis, the OMol25 dataset).

* LUMO energy: -3.44 eV
* frontier orbital gap: 6.656 eV
* E_HOMO: -10.1 eV
* net charge: +1

Atoms and positions in Å:
N 1.7131 -1.7193 2.1367
H 3.5976 6.1328 -2.8692
C 0.2439 1.5451 2.3658
P 0.1718 2.5024 -2.1779
C -2.3530 3.4809 -2.8474
C -1.1886 3.7517 1.5839
Zr 0.3983 0.0308 -0.1401
C -1.6446 -3.2530 -4.9732
C -3.4082 4.3775 -2.7922
H -2.7455 -3.0109 0.9971
C -1.9756 5.9914 -1.7510
N -2.1572 -0.6165 3.2578
C -0.3798 3.8287 2.7110
C 0.3216 1.6858 -3.8214
C 4.2629 4.5760 -1.5594
H -2.6081 -0.6772 -5.2673
O 1.8696 0.5379 -1.5775
H 0.7080 -0.5183 -7.0864
N -0.4980 1.4980 1.2366
H -1.7764 4.5936 1.2491
H 0.9491 2.7310 4.0016
C -1.0861 3.8277 -2.3697
C -3.3485 -2.5454 4.8693
C -3.0384 -1.2984 5.3804
C 0.6308 0.0054 -6.1404
C -3.2232 5.6369 -2.2410
C 0.3229 2.7102 3.1198
C 1.4234 1.7331 -4.5911
C 2.7685 2.7301 -1.3052
C -1.6950 -2.8438 -3.5713
H -1.6928 0.8178 -3.7555
H -1.6492 -2.8469 -7.0088
C 3.3471 5.1886 -2.4037
H -1.8214 6.9726 -1.3201
H -1.8353 2.4509 -0.0021
C -0.5108 -0.3187 -5.2685
C 1.9257 -2.5399 1.1214
H 2.3944 1.1125 -6.4299
C -2.4516 -0.3745 4.5278
N -1.5427 -1.4771 0.4763
H 5.2083 5.0549 -1.3428
C 2.1113 4.6058 -2.6486
H 2.8339 -4.2914 0.6675
C 0.9625 0.3314 2.7151
S 1.4602 -2.3026 -0.5306
C -0.2264 -0.7973 -3.8790
C -2.4490 -1.8210 2.7662
C -2.2216 -2.1260 1.3523
C -1.2946 -1.2488 -1.7344
H 2.9551 -3.8094 2.3383
H -1.6755 -4.3250 -5.1308
H 1.4950 0.2484 3.6561
C -0.6795 0.6313 -4.0803
O -2.3383 -3.6978 -2.7796
H 1.3985 5.1061 -3.2921
H -3.3067 -3.7658 3.1043
C 1.7912 3.3767 -2.0845
C -1.2146 2.5666 0.8765
H -4.0472 6.3359 -2.1863
H 4.6869 2.8387 -0.3595
N 2.5977 -3.6609 1.4104
N -1.6964 -2.0457 -0.7779
C -1.7540 -0.9193 -5.9064
H -2.5289 2.4981 -3.2592
C 2.3492 1.4073 -0.7804
O 2.2236 1.1919 0.4540
H 2.2298 2.4188 -4.3673
O -0.9986 0.0078 -1.4532
H -3.8198 -3.2940 5.4918
C 1.5415 0.9239 -5.7900
N 1.0076 -0.6192 1.8477
H -0.3066 4.7537 3.2671
H -2.2118 0.6217 4.8889
H -3.2523 -1.0413 6.4082
C -1.6659 -2.4181 -6.0135
H -2.2578 -3.3925 -1.8477
C -3.0622 -2.8065 3.5419
H 0.0364 5.3729 -1.3803
H 0.8188 -0.9008 -3.5990
C -1.1463 -1.6857 -3.1069
H -4.3796 4.0867 -3.1703
C 3.9752 3.3392 -1.0035
H -1.9242 -0.4760 -6.8871
C -0.9211 5.0900 -1.7977

These are the Mulliken partial charges, in e, on atoms 1 to 4: -1.89 0.47 1.36 2.17

B:
# C39H31N7O4PSZr

C39H31N7O4PSZr as an isolated structure (the ωB97M-V functional and the def2-TZVPD basis, the OMol25 dataset).

* LUMO energy: -3.49 eV
* frontier orbital gap: 6.860 eV
* E_HOMO: -10.4 eV
* net charge: +1

Atoms and positions in Å:
C -2.8785 4.3298 -3.3323
H 3.5449 -0.0883 -3.7080
N -0.6449 1.9341 3.0079
Zr 0.1749 0.3532 0.2906
H -0.0182 -2.4498 -5.8175
H -0.6749 5.2666 -0.9277
C 3.5647 0.3811 -2.7293
C -0.0051 -1.4438 -5.4105
H -3.1804 -6.0940 -1.6102
H 5.1352 2.7311 -0.8745
H 0.0258 2.1236 -3.9459
N 0.7267 -1.2076 -1.1826
C -0.9749 -2.2609 -0.2204
N 2.6329 0.5328 -0.5369
H -1.3050 -1.9587 -3.8237
C -1.9097 -3.3664 -0.0530
H -3.3254 2.3037 -3.8896
C -1.2598 4.6300 -1.5840
H -3.3794 3.3480 2.3332
H 4.7259 -2.2362 3.6294
C 4.4686 1.3900 -2.4208
C 3.8727 -1.8969 3.0551
C 1.1704 0.6693 3.1744
C -2.7305 2.9467 -3.2506
C 3.1288 -0.8112 3.4809
H 4.0269 -3.4284 1.5419
H -2.2360 3.6098 3.6207
H 1.3571 1.6104 -5.9313
C -0.0148 2.6259 -0.7435
H -4.2328 1.8060 -1.5363
O 0.3448 2.8530 0.4227
N -0.1768 -2.2504 -1.2810
O -0.9199 -1.3286 0.6831
C 3.5083 1.4856 -0.2460
H -4.1337 -4.4814 2.2650
H 2.1075 -2.5487 0.2652
N 1.7217 -0.9993 1.5663
C -3.0384 -5.3548 -0.8304
H 3.4541 1.9019 0.7508
C -3.5658 -4.4382 1.3452
C -3.4034 -0.0613 -2.2305
H -6.5313 0.9907 -1.3980
H 1.7183 -1.6630 -2.9330
C -1.0777 3.2615 -1.5495
C 4.4462 1.9467 -1.1580
C -4.4394 0.7792 -1.8067
C 0.7641 0.8257 -5.4722
O 0.5008 1.5867 -1.3392
H 1.3423 -0.6766 -6.9008
H -5.2270 -2.9169 -2.5765
C -1.7343 2.1569 2.2979
C 2.0540 -0.4055 2.7225
C -0.7595 -1.1538 -4.2794
C -6.0411 -1.0076 -2.0161
C -2.1034 -4.3459 -1.0451
C 2.6640 -0.0089 -1.7665
H 3.3628 -0.2880 4.4007
C -3.7113 -1.4064 -2.4699
C 3.4985 -2.5520 1.8946
C -2.1670 5.1691 -2.4850
C -2.6571 -3.4288 1.1328
O -1.4430 -4.3558 -2.2223
H -0.7659 -3.6447 -2.1807
C -5.7447 0.3140 -1.7149
C 1.6545 -1.0522 -2.0389
H 1.3067 1.1348 4.1410
C 0.7598 -0.4541 -6.0134
H -7.0597 -1.3692 -1.9479
H -2.3095 6.2421 -2.5353
H 5.1785 1.7360 -3.1618
C -1.8411 2.3853 -2.3446
H -3.5589 4.7535 -4.0640
C -0.7886 0.1370 -3.7355
H -4.4691 -6.2005 0.5013
H -2.5055 -2.6525 1.8730
C -3.7524 -5.4010 0.3489
H -2.9424 -2.1272 -2.6922
P -1.6646 0.5312 -2.1565
S -2.2753 1.2855 0.8923
C 0.0021 1.1167 -4.3455
C 2.4222 -2.0654 1.1787
N -2.5159 3.1237 2.7850
N 0.1668 0.9968 2.4566
C -5.0169 -1.8706 -2.3783

These are the Mulliken partial charges, in e, on atoms 1 to 4: -0.84 0.52 -1.77 -1.16

Q: Which of them is the most stable? A: B.

A:
# C3H9NP2

One molecule with the formula C3H9NP2 (the ωB97M-V functional and the def2-TZVPD basis, the OMol25 dataset).

* SMILES string: C=CNPCP
* LUMO energy: 1.02 eV
* frontier orbital gap: 9.622 eV
* E_HOMO: -8.6 eV

Atoms and positions in Å:
P -2.6932 -0.7072 0.2502
H 1.8286 -2.1657 0.3490
H 2.8994 0.0210 0.8432
H 1.7892 1.9537 0.5047
H 0.1058 0.7952 -1.8280
P -0.1235 1.5393 -0.5886
H -1.8841 1.3081 1.1193
H -1.8043 -1.8378 0.2705
H 0.3434 -1.3564 -0.0827
C -1.2984 0.5546 0.6421
C 1.9039 -0.1361 0.4203
H -0.7362 0.0964 1.3465
N 1.3400 1.1436 0.0545
C 1.2890 -1.2675 0.2435
H -2.7586 -0.5152 -1.0427

These are the natural (NBO) partial charges, in e, on atoms 1 to 4: 0.31 0.21 0.20 0.40

B:
# C3H9NP2

One molecule with the formula C3H9NP2 (the ωB97M-V functional and the def2-TZVPD basis, the OMol25 dataset).

* SMILES string: C[C@@]1(NP)CP1
* LUMO energy: 1.01 eV
* frontier orbital gap: 9.188 eV
* E_HOMO: -8.2 eV

Atoms and positions in Å:
H -0.1998 1.7885 1.5160
P 0.9449 1.0357 -1.1506
H 0.7477 -1.5822 1.1012
H -0.6880 0.2576 2.2684
H -0.8531 -2.2123 -1.5973
H 1.0020 -1.4948 -1.9058
C 0.0319 0.7273 1.5975
H -1.5052 1.5029 -0.5284
H 1.0281 0.6250 2.0272
P 0.4015 -2.3907 -0.9972
N 0.1507 -1.3369 0.3171
H 1.1402 2.3192 -0.5329
C -0.0214 0.0699 0.2365
C -0.8610 0.6845 -0.8196
H -1.3184 0.0063 -1.5322

These are the natural (NBO) partial charges, in e, on atoms 1 to 4: 0.22 0.29 0.39 0.21

Q: Which of them is the most stable? A: B.

A:
# C8H10N4

One molecule with the formula C8H10N4 (the ωB97M-V functional and the def2-TZVPD basis, the OMol25 dataset).

* SMILES string: C/N=C(/CC#N)N(C#N)C1CC1
* LUMO energy: 0.55 eV
* frontier orbital gap: 9.700 eV
* E_HOMO: -9.2 eV

Atoms and positions in Å:
C -1.7160 1.2069 -0.5061
H 1.3526 -0.6191 -2.5100
C -0.4855 -0.7216 2.3276
N 0.3271 -2.8216 -1.2112
H 1.3293 0.5589 -3.8923
H 0.9306 0.7901 1.4108
H 2.1982 1.0316 -2.2454
H 0.8664 -2.3539 1.8933
N 0.0722 1.0046 -2.2022
N 0.2665 -0.6033 -0.1599
C -0.4226 0.6472 -1.1564
H -2.2983 1.6029 -1.4086
C 0.8341 -1.3275 2.2068
C 1.3745 0.4675 -2.7661
C 0.4681 -0.2417 1.2538
N -0.9692 3.1723 1.0247
C 0.2079 -1.8176 -0.6478
H -0.8628 -0.0263 3.1752
C -1.3298 2.3043 0.3909
H 1.6617 -1.2769 2.9692
H -2.4438 0.4895 -0.0497
H -1.3614 -1.4663 2.1036

These are the natural (NBO) partial charges, in e, on atoms 1 to 4: -0.58 0.23 -0.45 -0.40

B:
# C8H10N4

A 2-piece molecular cluster, C8H10N4 overall (the ωB97M-V functional and the def2-TZVPD basis, the OMol25 dataset).

* LUMO energy: -0.42 eV
* frontier orbital gap: 8.204 eV
* E_HOMO: -8.6 eV

Atoms and positions in Å:
H -3.4332 1.3174 -0.8319
N 3.3066 0.5854 -1.7334
C -2.2066 -0.5958 -0.5190
H -1.0244 0.6100 0.8621
N 1.4752 1.2355 2.0480
H 3.6416 -2.7747 2.3227
H -1.8126 -1.4667 0.0338
H -2.1334 2.6208 -1.2692
N 1.2728 -2.9897 0.6618
C 1.2201 0.8598 0.9768
C 1.0259 0.6890 -0.5108
H -3.2247 -0.5658 -0.1601
C -0.2241 0.6857 -0.9615
H 3.6235 -1.1263 1.4166
C 2.2707 0.6763 -1.1924
C 3.2322 -2.0612 1.5471
C -2.5288 1.8607 -0.4902
H -2.6690 2.3529 0.4846
N 2.1427 -2.4857 1.1560
H -0.3106 0.6934 -2.0538
C -1.4771 0.6661 -0.2140
H -2.1668 -0.7872 -1.5731

These are the natural (NBO) partial charges, in e, on atoms 1 to 4: 0.22 -0.25 -0.60 0.22

Q: Which of them is the most stable? A: A.